1.
Below is a molecular structure, C18H41O2P3Re in a non-equilibrium geometry, with properties calculated with ωB97M-V with the def2-TZVPD basis set.

HOMO (spin up / spin down) ... -20.76 / -21.09 eV
HOMO-LUMO gap (spin up / spin down) ... 4.808 / 5.127 eV
Net charge ... +4
2S+1 ... 4
⟨S²⟩ ... 3.78
Energy above the lowest of the compared OMol25 structures with the same formula, charge and spin ... 2.003 eV

```
65
C18H41O2P3Re | the Open Molecules 2025 dataset | ωB97M-V with the def2-TZVPD basis set
Re 0.21911 -0.28806 -0.03891
P -1.24235 -2.00651 0.00569
P 1.04127 -0.98261 -2.07893
P -1.42111 1.09063 -0.64509
H -1.16824 -0.64612 5.60353
C -1.36763 -0.07468 4.69820
C -1.96222 -0.81372 3.58939
H -1.29331 -1.66279 3.27956
C -0.65747 -3.55800 0.80396
C -1.88692 -2.70374 -1.59253
C -2.89679 -1.94993 0.83124
C 2.77198 -0.41925 -2.37547
C 1.37243 -2.75813 -2.40194
C 0.25755 -0.35461 -3.61765
C -2.52585 1.68833 0.72519
C -2.75179 0.63569 -1.85053
C -1.00955 2.75437 -1.34817
H -1.91522 0.84469 4.98654
H -2.28065 -0.15048 2.77881
H -0.57826 -3.39662 1.88548
H 0.30853 -3.88660 0.40402
H -1.40631 -4.33650 0.61974
H -1.09597 -3.16454 -2.18731
H -2.39413 -1.94230 -2.19071
H -2.62168 -3.47841 -1.33723
H -2.77713 -1.93579 1.91862
H -3.44878 -2.86021 0.57571
H -3.48694 -1.08110 0.52779
H 2.74022 0.66218 -2.52838
H 3.24540 -0.89993 -3.23873
H 3.38196 -0.64139 -1.49012
H 0.82997 -3.12232 -3.28144
H 1.09931 -3.35599 -1.52850
H 2.44386 -2.90678 -2.58648
H 0.94600 -0.46923 -4.46554
H 0.01620 0.71121 -3.52057
H -0.66179 -0.90559 -3.84462
H -2.95368 2.65692 0.43195
H -1.93462 1.82111 1.63896
H -3.34706 0.98900 0.92533
H -3.29710 1.55365 -2.12588
H -3.47438 -0.07245 -1.42120
H -2.30459 0.20647 -2.75782
H -1.88012 3.42425 -1.23207
H -0.73928 2.71468 -2.41463
H -0.16400 3.17024 -0.78053
C 2.14192 2.23836 0.26539
C 3.37793 2.63577 -0.31053
C 3.79828 3.93700 -0.10581
C 3.08038 4.81525 0.69879
C 1.91135 4.38513 1.32933
C 1.47402 3.07173 1.21160
O 1.53149 1.21665 -0.30802
H -0.40972 0.19680 4.22774
H 3.87496 1.92965 -0.96802
H 4.70835 4.26610 -0.60399
H 3.41095 5.85110 0.80135
H 1.34768 5.07245 1.95038
H 0.55337 2.72264 1.66877
C 1.83114 -1.70757 2.51666
O 1.63383 -1.52418 1.08740
H 1.00747 -2.32964 2.91023
H 1.82906 -0.71759 2.99867
H 2.79959 -2.20990 2.67750
H 2.36906 -1.94878 0.60382
```

---

2.
Below is a single C5H8O molecule, with properties calculated with ωB97M-V with the def2-TZVPD basis set.

HOMO ... -9.70 eV
HOMO-LUMO gap ... 10.556 eV
Net charge ... 0
2S+1 ... 1
Energy above the lowest of the compared OMol25 structures with the same formula, charge and spin ... 2.239 eV

```
14
C5H8O | the Open Molecules 2025 dataset | ωB97M-V with the def2-TZVPD basis set
C 2.70312 0.00638 0.30079
C 1.39577 -0.19153 -0.31528
C 0.23275 -0.19711 -0.63663
C -1.15968 0.27517 -0.50273
C -2.14225 -0.78602 -0.03213
O -1.13846 1.27662 0.51163
H 3.49444 -0.59797 -0.14378
H 2.62258 -0.22963 1.36732
H 2.97784 1.06408 0.22168
H -1.50801 0.72001 -1.44533
H -1.68447 -1.41500 0.73613
H -3.00252 -0.27222 0.40614
H -2.47916 -1.41527 -0.85970
H -0.31194 1.76249 0.39190
```

---

3.
Below is a single CH4N2O molecule in a non-equilibrium geometry, with properties calculated with ωB97M-V with the def2-TZVPD basis set.

HOMO ... -9.10 eV
HOMO-LUMO gap ... 10.042 eV
Net charge ... 0
2S+1 ... 1
Energy above the lowest of the compared OMol25 structures with the same formula, charge and spin ... 4.484 eV

```
8
CH4N2O | the Open Molecules 2025 dataset | ωB97M-V with the def2-TZVPD basis set
C -0.61121 -0.45413 0.03972
N 1.16411 -0.44020 0.03961
N 1.67303 0.65261 0.01957
O -1.86764 0.43985 0.05518
H -0.70877 -1.08350 -0.83897
H -0.71520 -1.04588 0.94153
H -1.63482 1.30892 -0.28340
H 2.70050 0.62234 0.02675
```